Molecular formula: C38H38BiFN4O5S7
Method: DFT, ωB97M-V/def2-TZVPD

Geometry as XYZ:
```
94
Properties=species:S:1:pos:R:3:forces:R:3
Bi 5.39178 -8.63606 16.10149 0.652 1.134 -0.520
C 11.49597 -9.58406 16.25613 -0.689 -1.226 2.302
C 9.93652 -9.72077 16.26174 0.248 -0.109 -0.586
C 9.56654 -10.91284 17.16241 -0.204 -0.287 -0.016
C 9.42180 -9.98528 14.86096 -1.684 1.881 -1.074
C 9.99591 -10.94271 14.04082 0.245 -0.375 1.496
C 9.42535 -11.39751 12.88700 -1.254 1.329 -0.856
C 8.38167 -10.63032 12.30145 0.851 -0.765 1.181
C 7.82396 -9.56208 12.99351 -0.019 0.542 0.396
C 6.64581 -8.82493 12.31535 -1.416 -0.374 1.220
C 5.54296 -9.83844 11.80664 1.321 0.959 0.702
C 7.02818 -7.78858 11.26485 1.233 -0.705 -0.083
C 8.27957 -9.21961 14.32532 1.824 -1.327 -1.302
N 7.67377 -8.15685 14.95696 -0.508 1.007 0.582
C 8.27424 -6.93896 15.08048 -1.365 0.332 0.330
C 9.63387 -6.65898 14.83927 0.458 0.554 0.767
C 10.26577 -5.45779 15.16845 -0.759 -0.404 -0.418
C 9.52735 -4.39383 15.64338 -0.245 0.134 0.686
C 8.15939 -4.55885 15.91417 -0.759 -1.753 -0.827
C 7.52118 -5.77970 15.52762 0.460 1.680 -0.026
F 6.09885 -5.73397 15.50829 2.011 -0.670 0.169
H 11.79671 -9.16747 17.24476 -0.115 -0.301 -0.410
H 11.92324 -8.92092 15.54107 0.212 0.192 -0.956
H 11.89826 -10.65813 16.25776 -0.148 1.683 -0.492
H 9.37405 -8.83828 16.63888 0.744 -0.336 -0.176
H 10.41239 -11.63858 17.28588 -0.913 0.157 -0.645
H 8.56918 -11.31388 16.87714 1.216 -0.280 0.038
H 9.40615 -10.56082 18.15515 -0.091 0.509 1.036
H 10.88484 -11.45981 14.40383 -0.239 -0.104 0.131
H 9.73694 -12.37056 12.58916 0.290 -0.380 -1.069
H 7.97923 -10.86139 11.33408 -0.140 -0.371 -0.298
H 6.12760 -8.21675 13.09682 0.443 -0.617 -0.252
H 5.85468 -10.32989 10.91552 0.206 -0.163 -1.175
H 4.64483 -9.26744 11.68729 -0.552 0.031 -0.402
H 5.33816 -10.65511 12.48455 0.032 0.089 0.585
H 7.70019 -8.23394 10.53609 0.250 -0.229 -0.272
H 7.60293 -6.99445 11.72657 0.018 0.323 0.166
H 6.23230 -7.36688 10.67872 -0.802 0.149 0.102
H 10.25439 -7.46044 14.53266 0.381 -0.791 -0.405
H 11.34351 -5.34730 15.10340 -0.056 -0.143 -0.336
H 10.05809 -3.47011 15.82398 -0.227 0.206 0.388
H 7.56191 -3.82047 16.45641 0.105 -0.058 -0.607
C -1.51702 -9.21072 18.08377 0.521 0.222 -0.239
C -0.50397 -9.56354 16.94746 -1.834 1.022 0.890
C 0.11982 -10.79097 16.97830 0.337 -0.512 -1.037
C 1.04959 -11.12684 15.97118 -1.025 0.673 0.558
C 1.42681 -10.07595 15.13159 0.145 -0.177 -1.709
C 0.69829 -8.88254 14.97614 -0.163 -1.341 1.578
C -0.33258 -8.67774 15.89090 0.475 0.782 -0.090
S 2.90991 -10.27516 14.11343 2.934 1.670 -0.055
O 2.88388 -11.46808 13.28763 -1.000 0.269 0.203
O 3.15972 -8.95872 13.43869 -1.383 -2.004 1.161
N 4.11077 -10.38177 15.16995 -0.187 -1.477 0.537
C 4.58717 -11.66628 15.78495 1.310 0.869 -2.063
C 6.12181 -11.53760 16.16585 -0.141 -1.481 0.697
O 6.76855 -12.58975 16.05187 -0.492 1.752 0.257
O 6.58444 -10.42211 16.72191 -1.547 -0.656 -1.207
H -1.04414 -9.55957 19.02605 -0.559 0.170 -0.393
H -2.51719 -9.71524 17.94441 1.008 0.576 0.151
H -1.64142 -8.08788 18.18243 -0.001 -1.347 -0.246
H -0.24041 -11.47649 17.73569 0.374 -0.299 -0.048
H 1.33168 -12.16531 15.77355 0.541 0.538 0.379
H 0.93301 -8.16362 14.22723 0.369 0.283 -0.420
H -0.90933 -7.73825 15.83833 0.244 -0.593 0.118
H 4.62791 -12.51968 15.07353 -0.457 0.646 0.300
H 4.06259 -11.96368 16.66920 -0.521 -0.033 0.739
C 5.25363 -3.38564 19.40471 0.906 1.035 0.817
C 3.94455 -3.31801 18.67498 0.134 0.187 -0.251
N 3.79785 -3.53686 17.39047 -0.746 -1.465 1.545
C 2.44215 -3.80645 17.11430 0.771 2.541 3.218
C 1.62388 -3.41174 18.16480 -0.950 -0.814 -1.159
S 2.44400 -3.03040 19.59209 1.089 -0.325 -0.867
C 1.94734 -4.25780 15.87808 -3.080 -0.204 -2.942
C 0.55420 -4.13636 15.51306 3.728 -0.804 0.159
S 0.33890 -4.71740 13.93404 1.269 0.215 -0.693
C 2.11487 -4.91608 13.76276 0.233 -0.908 0.498
N 2.76006 -4.75510 14.87435 -0.975 1.098 0.583
C 2.88956 -5.48292 12.59602 -0.307 1.764 -0.984
H 6.01521 -3.74705 18.70848 -0.114 0.013 0.126
H 5.25397 -4.06357 20.29345 -0.352 0.291 -0.876
H 5.60294 -2.38366 19.82797 -0.563 -1.055 -0.699
H 0.53319 -3.40074 18.12900 0.439 -0.155 0.151
H -0.19944 -3.62613 16.04484 -0.708 0.174 0.479
H 3.62597 -4.73595 12.15900 -0.877 -0.514 0.863
H 2.21435 -5.68553 11.75913 0.197 -0.628 0.184
H 3.48810 -6.29559 12.96245 -0.055 -0.743 -0.140
O 5.32787 -8.87917 22.96114 -0.396 0.399 -0.639
C 5.20882 -8.49685 21.80722 -0.407 -0.529 0.661
S 3.66631 -8.54331 20.85181 0.338 -0.386 1.510
C 4.31956 -8.07220 19.35020 4.162 1.328 -0.418
C 5.72113 -7.70306 19.39797 -4.255 -0.934 -1.253
S 6.68018 -7.30632 18.04224 0.471 0.043 -0.194
S 6.54305 -7.88104 20.86434 0.225 -0.112 1.145
S 3.39156 -8.24966 17.90218 -0.145 -0.187 0.042
```
Positions in Å, forces in eV/Å.

## Properties
* HOMO-LUMO gap: 5.093 eV
* HOMO energy: -1.675 eV
* 2S+1: 1
* net charge: -2
* relative energy (zero: lowest compared OMol25 entry of this formula, charge and spin): 0.0 kJ/mol

***

Molecular formula: C38H38ClN7O3Os
Method: DFT, ωB97M-V/def2-TZVPD

Geometry as XYZ:
```
88
Properties=species:S:1:pos:R:3:forces:R:3
Os -0.10044 0.63198 0.31505 -0.554 1.387 0.043
C -0.99382 3.52820 2.65615 0.000 0.047 0.016
C -1.24440 4.12499 1.29764 -0.046 0.052 0.031
C -2.17585 5.14518 1.14243 -0.010 -0.021 0.023
C -2.36014 5.75881 -0.08602 -0.017 0.019 -0.025
C -1.60551 5.35750 -1.17612 -0.025 -0.024 0.013
C -0.67623 4.32875 -1.06325 -0.034 0.078 0.017
C 0.13716 3.91870 -2.25827 -0.004 -0.026 -0.017
C -0.51499 3.71209 0.18137 0.287 -0.137 0.130
N 0.36739 2.58927 0.29798 0.643 0.557 -0.323
C 1.72386 2.87639 0.28073 -0.626 -0.095 -0.005
O 2.22434 3.97744 0.31613 0.201 0.232 -0.019
C 2.58081 1.64293 0.11443 0.082 -0.012 0.051
C 3.94193 1.63931 -0.10414 -0.048 0.004 0.006
C 4.55573 0.42683 -0.40990 0.085 -0.046 -0.021
C 3.79730 -0.72782 -0.54571 0.029 -0.024 -0.012
C 2.43593 -0.64671 -0.31116 -0.022 -0.069 -0.033
N 1.88717 0.50330 0.06476 -0.352 -0.098 -0.013
C 1.44150 -1.75229 -0.52225 -0.251 0.821 0.016
O 1.81980 -2.85902 -0.87203 0.186 -0.616 -0.277
N 0.14322 -1.36672 -0.31592 0.290 -1.433 -0.483
C -0.72474 -2.49033 -0.32699 0.663 0.999 0.131
C -1.76441 -2.61284 -1.22022 -0.084 0.098 0.218
C -2.00044 -1.63722 -2.31467 0.111 -0.318 -0.281
C -2.71683 -3.73849 -1.12886 0.262 -0.054 0.011
C -2.29998 -4.84236 -0.24938 -0.179 0.067 0.131
C -1.25781 -4.69722 0.58657 -0.062 -0.542 0.179
C -0.46498 -3.51606 0.61196 0.204 -0.281 -0.353
C 0.69025 -3.45963 1.54464 -0.371 0.038 0.585
H -1.82036 3.74575 3.33321 -0.004 0.027 0.001
H -0.08585 3.95233 3.09337 0.008 -0.013 -0.015
H -0.85586 2.44806 2.61416 0.032 -0.016 -0.045
H -2.75032 5.46897 2.00271 -0.004 0.010 0.003
H -3.08229 6.55811 -0.19010 -0.003 0.009 -0.002
H -1.73715 5.84501 -2.13463 -0.004 0.013 -0.011
H -0.35484 4.21982 -3.18210 -0.002 0.044 -0.012
H 0.30144 2.83863 -2.29502 -0.013 0.007 0.026
H 1.12139 4.39066 -2.23211 0.019 -0.026 0.023
H 4.48754 2.57142 -0.05925 -0.015 0.006 0.012
H 5.62303 0.39358 -0.58219 0.001 -0.003 -0.001
H 4.22514 -1.67436 -0.84463 0.007 0.008 -0.005
H -1.06280 -1.36514 -2.80022 0.056 0.057 0.132
H -2.44894 -0.73136 -1.93838 -0.087 0.499 0.303
H -2.67218 -2.04861 -3.07032 0.031 -0.014 0.028
H -2.89419 -4.12361 -2.13747 -0.023 -0.002 -0.059
H -2.87814 -5.75799 -0.26665 -0.055 0.026 0.062
H -0.98493 -5.50982 1.25017 0.011 0.029 -0.010
H 0.46638 -3.99286 2.47016 -0.081 -0.061 -0.035
H 0.98252 -2.43530 1.78906 -0.098 -0.114 -0.091
H 1.55846 -3.93951 1.08227 -0.139 -0.018 -0.104
Cl -5.09793 2.04234 2.83128 -0.038 0.013 0.055
C -4.17443 1.97688 1.37582 0.005 -0.021 -0.064
C -4.61924 2.58012 0.21770 -0.045 0.041 -0.055
C -3.80149 2.49636 -0.89867 -0.050 -0.022 0.066
C -2.60090 1.82555 -0.80460 -0.087 -0.021 -0.095
N -2.17799 1.22395 0.32106 0.235 -0.155 -0.156
C -2.96044 1.31571 1.39335 -0.149 -0.068 0.311
H -5.56132 3.11007 0.19619 0.004 0.005 -0.001
H -4.07765 2.96923 -1.83038 0.008 0.008 0.017
H -1.92792 1.78916 -1.65130 0.048 -0.073 -0.006
H -2.61545 0.86131 2.31296 -0.075 0.163 -0.135
C -2.42205 -2.26374 4.25114 -0.013 0.058 0.018
C -1.36497 -1.36754 3.70593 0.161 -0.015 0.323
C -0.23842 -0.80936 4.28021 -0.193 -0.195 0.086
C 0.40269 -0.07746 3.27069 -0.201 0.009 -0.239
N -0.30946 -0.18120 2.14214 -0.141 -0.454 0.082
N -1.38158 -0.95990 2.42999 0.662 -0.145 -0.110
C 1.65844 0.71668 3.36201 -0.026 0.010 0.014
H -2.27251 -2.41474 5.31696 -0.005 -0.014 0.012
H -2.39549 -3.23685 3.75600 0.026 -0.033 0.034
H -3.41146 -1.83174 4.09388 -0.005 0.010 0.048
H 0.08713 -0.91431 5.30078 -0.010 -0.002 0.014
H -2.03962 -1.22780 1.69912 0.261 0.087 0.227
H 2.01957 0.71115 4.38809 0.002 0.012 0.015
H 1.49245 1.75228 3.06014 -0.005 -0.021 -0.058
H 2.43694 0.29378 2.72862 0.038 0.013 -0.043
O -3.46132 -1.85636 1.07542 -0.814 -0.613 -0.415
N -4.13596 -2.89246 0.72474 0.328 0.675 0.416
C -4.70171 -3.71025 1.64853 -0.136 -0.181 0.302
C -5.53520 -4.71984 1.28084 0.109 0.079 0.092
C -5.85839 -4.90376 -0.10566 0.038 0.016 -0.098
C -5.24541 -4.15712 -1.03333 -0.030 -0.291 -0.150
C -4.17396 -3.19034 -0.68322 0.051 -0.003 -0.275
H -4.46306 -3.45336 2.67061 -0.053 -0.014 -0.057
H -5.97808 -5.34386 2.04244 0.002 0.018 0.008
H -6.60702 -5.63130 -0.38710 -0.014 0.028 -0.010
H -5.47052 -4.26248 -2.08745 -0.025 0.022 0.024
H -4.32828 -2.23657 -1.18768 0.140 0.000 -0.137
```
Positions in Å, forces in eV/Å.

## Properties
* HOMO-LUMO gap (alpha / beta): 4.087 / 3.885 eV
* HOMO energy (alpha / beta): -8.791 / -8.800 eV
* 2S+1: 2
* net charge: +1